(1)
Density functional theory data (the ωB97M-V functional and the def2-TZVPD basis) for C12H25F3NO2P2Rh as an isolated structure at a distorted geometry.

The geometry in XYZ format:
```
46
Properties=species:S:1:pos:R:3:mulliken_spin:R:1
C -1.56779 -0.08675 -2.63046 -0.108
C -0.92880 0.35362 -1.45817 0.354
N 0.30973 -0.14335 -1.15397 0.305
C 0.68373 -1.27394 -1.78071 -0.014
C 0.03768 -1.80539 -2.89065 0.139
C -1.08476 -1.16223 -3.34635 0.217
C -1.64757 1.54800 -0.81570 0.005
P -1.59561 2.24670 0.89936 0.073
Rh 2.14414 0.67761 0.09076 2.366
P 2.57342 -1.41902 0.20501 0.017
C 1.88292 -2.09021 -1.35692 0.030
O -6.36418 -1.20988 1.26083 0.005
O -1.17370 -2.37079 0.73733 -0.001
H -2.49953 0.38732 -2.96900 0.012
H 0.50533 -2.66776 -3.38040 0.014
H -1.59023 -1.54595 -4.22506 0.034
C -0.09633 3.26108 0.70172 -0.024
C -2.90116 3.51995 0.91897 0.019
H 1.61521 -3.15491 -1.25824 0.000
H 2.64156 -2.06592 -2.15088 0.033
H -2.71025 1.38419 -0.95720 0.009
H -1.38988 2.45329 -1.41254 -0.008
C 4.36286 -1.57178 0.20858 0.006
C 1.81479 -2.50559 1.42798 0.095
H -2.07974 1.42389 1.97380 0.017
H -1.59019 -2.61589 1.58165 0.002
H -5.77327 -0.51109 1.52608 -0.001
H -6.76716 -0.90207 0.43273 0.000
H 3.37561 1.49358 -0.46065 0.284
H -1.09459 -3.23120 0.24873 0.004
H -0.34568 4.13487 0.07839 0.004
H 0.31836 3.58987 1.65898 -0.023
H 0.69282 2.68639 0.17823 0.022
H -2.66465 4.26274 0.15164 0.001
H -3.87438 3.05423 0.74136 -0.005
H -2.90452 3.97854 1.91492 -0.008
H 2.17985 -3.53784 1.32797 0.008
H 2.05887 -2.13795 2.42813 0.005
H 0.71919 -2.46171 1.26957 -0.041
H 4.70875 -2.56257 -0.09354 0.013
H 4.73580 -0.79521 -0.46963 0.005
H 4.69346 -1.33404 1.22526 -0.002
F 3.88838 0.77617 2.36026 0.005
C 2.56184 1.09416 2.03368 0.114
F 1.75262 0.40687 2.92251 0.005
F 2.38703 2.42996 2.30562 0.015
```

The energy above the lowest of the compared OMol25 structures with the same formula, charge and spin comes out at 124.2 kJ/mol. The total charge is 0. Its maximum force is 2.740 eV Å⁻¹. The spin multiplicity is 5. As for the highest occupied orbital energy (alpha / beta): -3.704 / -8.178 eV. Its LUMO energy (alpha / beta) is -0.3 / -0.4 eV. Its orbital gap (alpha / beta) is 3.36 / 7.75 eV.

(2)
Density functional theory data (the ωB97M-V functional and the def2-TZVPD basis) for C12H25INO3P2Rh as an isolated structure at a distorted geometry.

The geometry in XYZ format:
```
45
Properties=species:S:1:pos:R:3:mulliken_spin:R:1
C 0.34083 1.95357 -2.65292 0.110
I -1.40445 1.65382 -3.49304 0.885
H 0.38735 2.72151 -3.39672 0.114
H 1.30652 1.47623 -2.71886 -0.027
H 0.41480 2.44175 -1.65325 -0.035
Rh 0.33892 0.21701 0.15114 2.047
P 1.22751 -1.01871 -1.51708 0.178
C 2.82216 -1.61929 -0.84948 0.032
C 0.02319 -2.38184 -1.69293 0.034
H 0.38562 -3.09735 -2.43923 0.010
H 1.92663 -1.75310 -3.75177 0.005
H -0.92371 -1.93111 -2.01331 0.011
H 0.70605 -0.43293 -3.84730 -0.002
H 2.80463 -1.61250 0.25361 0.002
H -0.13564 -2.87484 -0.72967 -0.007
C 1.60641 -0.78335 -3.32600 0.024
H 3.01599 -2.62867 -1.23935 0.004
H 2.40318 -0.03275 -3.42929 0.000
H 3.58300 -0.90973 -1.20983 -0.003
P -1.05874 2.01575 0.57599 0.223
C -0.82225 2.25051 2.35886 0.013
C -1.06765 3.73211 -0.09675 0.013
H -2.96382 1.58539 -0.80727 0.014
H -3.44038 2.11479 0.84765 0.015
H -2.91494 0.41883 0.52521 -0.020
C -2.76862 1.47464 0.26483 0.042
H -1.15973 3.73311 -1.19075 0.003
H -1.93881 4.27375 0.31636 0.005
H -1.67389 2.81068 2.76037 0.007
H 0.11334 2.80680 2.51068 0.000
H -0.13808 4.24307 0.19995 0.001
H -0.74295 1.27143 2.84614 -0.002
C 1.91357 1.05737 0.76432 0.076
O 2.84050 1.40617 1.37296 0.048
O 2.11731 -1.39436 2.43600 0.023
C 0.92113 -1.66095 2.34671 0.052
C 0.07736 -2.71025 3.06963 0.005
C -1.37280 -2.57197 2.57429 0.028
C -1.32212 -1.64558 1.37723 -0.028
O -2.13779 -1.59431 0.43184 0.030
N -0.06677 -1.06159 1.49506 0.065
H 0.45166 -3.69871 2.83006 0.002
H 0.19120 -2.60555 4.14226 0.001
H -1.82817 -3.51185 2.25805 0.000
H -2.03755 -2.12699 3.34557 0.001
```

The energy above the lowest of the compared OMol25 structures with the same formula, charge and spin comes out at 165.9 kJ/mol. The total charge is +2. Its maximum force is 6.091 eV Å⁻¹. The spin multiplicity is 5. As for the highest occupied orbital energy (alpha / beta): -14.437 / -15.668 eV. Its LUMO energy (alpha / beta) is -7.3 / -11.8 eV. Its orbital gap (alpha / beta) is 7.13 / 3.87 eV.

(3)
Density functional theory data (the ωB97M-V functional and the def2-TZVPD basis) for C12H25N2O2P2STi as an isolated structure at a distorted geometry.

The geometry in XYZ format:
```
45
Properties=species:S:1:pos:R:3:lowdin_charge:R:1
C -0.86770 -2.10650 -2.50240 0.001
C -0.88538 -1.38448 -1.31075 -0.288
N -0.25768 -0.18781 -1.18308 0.000
C 0.46979 0.30900 -2.19580 -0.325
C 0.57812 -0.39201 -3.38334 -0.003
C -0.10908 -1.59156 -3.55804 -0.006
C -1.46316 -2.03377 -0.07605 -0.292
P -1.84998 -0.91400 1.29761 0.777
Ti -0.52855 1.04355 0.69457 0.509
P 1.42471 2.14011 -0.26090 0.795
C 1.19062 1.60381 -2.02596 -0.250
O 0.77173 -3.33785 0.76920 -0.073
O 2.44131 -1.42886 0.30296 -0.069
H -1.42486 -3.05719 -2.50583 0.133
H 1.26660 0.00234 -4.11769 0.125
H -0.03447 -2.18251 -4.46742 0.123
C -3.61165 -0.51301 1.20434 -0.253
C -1.78886 -2.03509 2.73226 -0.219
H 2.18901 1.55915 -2.47319 0.104
H 0.65808 2.41310 -2.53945 0.110
H -0.62310 -2.64536 0.34951 0.034
H -2.18328 -2.85108 -0.27012 0.123
C 1.33508 3.94381 -0.32845 -0.238
C 3.17091 1.78300 0.01449 -0.235
H 1.90512 -0.79582 0.78269 -0.047
H 3.04884 -1.77862 0.97989 0.097
H 1.41741 -2.70917 0.40383 -0.008
H 0.57761 -4.03549 0.12568 0.080
H -1.67451 1.87164 -0.23318 -0.062
H 0.54725 0.10409 1.94374 -0.016
H -4.28689 -1.37058 1.32012 0.061
H -3.80313 0.18360 2.02706 0.053
H -3.85373 0.04296 0.29451 0.047
H -2.68250 -2.67557 2.78994 0.066
H -0.86650 -2.62951 2.70464 0.047
H -1.75937 -1.39710 3.62320 0.055
H 3.78883 2.31696 -0.71767 0.066
H 3.44406 2.12118 1.01911 0.065
H 3.33449 0.69989 -0.02341 0.031
H 2.17515 4.35430 -0.90386 0.066
H 0.37763 4.25158 -0.76240 0.058
H 1.35238 4.32110 0.70123 0.057
S -1.21374 3.90196 4.34210 0.777
C -0.98286 2.94033 3.15255 -0.913
N -0.71377 2.14545 2.26375 -0.162
```

The energy above the lowest of the compared OMol25 structures with the same formula, charge and spin comes out at 0.0 kJ/mol. The total charge is +1. Its maximum force is 2.717 eV Å⁻¹. The spin multiplicity is 1. As for the highest occupied orbital energy: -11.251 eV. Its LUMO energy is -4.0 eV. Its orbital gap is 7.23 eV.

(4)
Density functional theory data (the ωB97M-V functional and the def2-TZVPD basis) for a 2-piece molecular cluster, C12H25N3O8S overall at a distorted geometry.

The geometry in XYZ format:
```
49
Properties=species:S:1:pos:R:3:lowdin_charge:R:1
C 5.12744 -0.22903 1.99823 -0.157
C 5.69401 -0.65094 0.52080 -0.267
C 6.41793 0.54570 -0.32533 -0.204
C 5.97600 2.06978 0.08183 -0.172
N 4.65092 2.51738 -0.56949 -0.088
O 3.62478 2.39843 0.28930 -0.114
C 2.48144 1.67905 -0.29186 -0.202
O 2.60947 0.38472 -0.69673 -0.002
N 1.09658 2.27605 -0.42714 -0.033
C 0.60402 2.88615 0.86598 -0.157
C -0.52666 1.83156 1.50339 -0.184
C -1.57186 1.34665 0.33293 -0.220
S -1.13371 -0.31726 -0.45070 0.795
O -0.08364 -1.11953 0.38117 -0.386
O -0.56933 -0.13021 -1.88226 -0.332
O -2.57976 -1.28074 -0.46499 -0.298
C 0.96893 3.20981 -1.60966 -0.451
O 1.62589 4.36468 -1.78335 -0.114
O -0.00136 2.81885 -2.66681 -0.250
H 5.87198 0.46465 2.59754 0.071
H 4.10309 0.36862 1.86670 0.077
H 4.96678 -1.21224 2.65457 0.080
H 4.83046 -1.21527 -0.05692 0.107
H 6.53046 -1.48136 0.71004 0.100
H 7.57598 0.44031 -0.19008 0.101
H 6.19351 0.33392 -1.47790 0.120
H 6.00780 2.30343 1.23774 0.122
H 6.79523 2.79172 -0.40190 0.121
H 4.49317 2.01554 -1.47033 0.132
H 0.03535 3.90201 0.64383 0.145
H 1.49181 3.09901 1.61924 0.139
H 0.09631 0.96111 1.98783 0.113
H -1.11091 2.40321 2.35513 0.114
H -2.64362 1.23199 0.79341 0.094
H -1.61819 2.21595 -0.47977 0.133
H -3.03788 -1.21091 0.43474 0.070
C -7.32850 -3.23952 0.90604 0.046
C -6.49344 -2.43206 -0.03932 -0.428
O -5.87884 -1.42210 0.23412 0.176
N -6.40237 -2.73975 -1.41436 0.075
C -5.87956 -4.07971 -1.72898 0.035
H -7.12949 -2.91792 1.93226 0.115
H -8.38620 -3.08853 0.67761 0.111
H -7.07711 -4.29898 0.82536 0.096
H -7.34084 -2.63492 -1.80903 0.205
H -5.80347 -1.98653 -1.77674 0.206
H -5.71694 -4.12470 -2.80786 0.121
H -6.62014 -4.82622 -1.43122 0.111
H -4.93551 -4.22190 -1.19701 0.130
```

The total charge is 0. Its maximum force is 8.837 eV Å⁻¹. The spin multiplicity is 1. As for the highest occupied orbital energy: -5.826 eV. Its LUMO energy is -2.7 eV. Its orbital gap is 3.11 eV.

(5)
Density functional theory data (the ωB97M-V functional and the def2-TZVPD basis) for an isolated ion of composition C12H25N6O4 and charge +1 at a distorted geometry.

The geometry in XYZ format:
```
47
Properties=species:S:1:pos:R:3:lowdin_charge:R:1
O -0.27877 -1.34449 -2.75199 0.081
O -1.40081 0.59465 -0.21255 0.054
O 0.24599 -0.92575 3.79502 0.091
O -3.89655 -0.87041 -0.02450 -0.088
C -1.43968 -1.47536 -2.92197 -0.613
C -1.11355 -0.53714 0.12640 -0.413
C 0.42601 0.13527 3.26250 -0.564
C 1.19142 1.84758 -2.03185 -0.439
N -0.12742 1.94561 -2.38629 0.182
N 0.45464 1.25966 3.89955 0.058
N 1.52604 0.65181 -1.46733 0.112
N -2.24395 -1.56220 -1.88930 0.124
N -0.25403 -0.77713 1.18697 0.134
N 1.93271 2.86502 -2.10659 0.216
C -2.05977 -1.46775 -4.22125 0.030
C 0.28960 1.40805 5.38926 -0.008
C 2.85485 0.23472 -1.06816 -0.158
C 3.13017 0.46951 0.44371 -0.165
C -3.00781 -2.03126 0.25072 -0.145
C 2.22011 -0.23505 1.48475 -0.097
C -1.73390 -1.78237 -0.55525 -0.194
C 0.71536 0.21310 1.78072 -0.146
H -4.84245 -1.05813 0.15488 0.109
H -0.58121 2.86754 -2.52418 0.142
H -0.79005 1.24456 -1.97312 0.097
H 0.39755 2.02207 3.28795 0.114
H 0.82047 -0.01532 -1.65857 0.080
H -3.23399 -1.50078 -2.02894 0.146
H 0.00036 -1.70976 1.35711 0.115
H 1.81969 3.50999 -2.90245 0.163
H 2.87328 2.90865 -1.67545 0.153
H -2.40708 -0.53767 -4.38866 0.059
H -2.83230 -2.20370 -4.20623 0.091
H -1.34026 -1.76361 -5.04539 0.134
H 1.24433 1.20683 5.95720 0.109
H -0.54591 0.88719 5.83342 0.087
H 0.20099 2.43981 5.55870 0.056
H 2.79885 -0.85774 -1.14018 0.133
H 3.69931 0.59789 -1.63761 0.120
H 3.13450 1.52583 0.65387 0.094
H 4.17865 0.00125 0.59235 0.148
H -3.60888 -2.91684 -0.09309 0.141
H -2.76222 -2.09599 1.35575 0.144
H 2.08941 -1.26002 1.13166 0.111
H 2.86138 -0.53936 2.25514 0.099
H -1.04516 -2.60417 -0.34189 0.162
H 0.44005 1.23543 1.49514 0.142
```

The SMILES is CNC(=O)[C@@H](CCCNC(N)=[NH2+])NC(=O)[C@@H](CO)NC(C)=O. The energy above the lowest of the compared OMol25 structures with the same formula, charge and spin comes out at 155.7 kJ/mol. The total charge is +1. Its maximum force is 6.778 eV Å⁻¹. The spin multiplicity is 1. As for the highest occupied orbital energy: -12.151 eV. Its LUMO energy is -2.4 eV. Its orbital gap is 9.80 eV.